Entry 1:
23
Properties=species:S:1:pos:R:3:nbo_charge:R:1 method="wB97M-V/def2-TZVPD" spin_multiplicity=3 total_charge=+1 largest_force_ev_per_a=3.2 orbital_gap_ev="6.52 / 5.99" de_lowest_kcal_mol=126.6 homo_ev="-9.659 / -12.511" s_squared=2.01
C -4.005 -0.138 -0.014 0.26
C -1.726 -0.908 0.604 0.13
C -0.670 2.504 0.072 0.44
C -0.464 -0.643 0.113 0.03
C 0.562 -1.746 0.429 -0.23
C 1.278 0.283 -1.307 -0.25
C 2.400 -0.231 -0.392 -0.26
N -2.902 -0.511 0.109 -0.37
N 0.053 0.446 -0.474 -0.12
N -0.553 1.670 -0.891 -0.32
N 1.814 -1.063 0.770 -0.66
O -0.291 2.577 1.304 -0.59
H -4.988 0.170 -0.069 0.26
H -1.694 -1.838 1.053 0.23
H -0.854 3.428 -0.364 0.19
H 0.195 -2.339 1.213 0.22
H 0.502 -2.442 -0.473 0.19
H 1.440 1.266 -1.826 0.27
H 0.970 -0.547 -2.056 0.23
H 3.258 -0.660 -0.940 0.22
H 3.033 0.456 0.275 0.22
H 0.043 1.705 1.553 0.50
H 2.599 -1.440 1.310 0.41


Entry 2:
25
Properties=species:S:1:pos:R:3:nbo_charge:R:1 method="wB97M-V/def2-TZVPD" total_charge=+1 largest_force_ev_per_a=3.6 orbital_gap_ev=9.06 de_lowest_kcal_mol=62.3 homo_ev=-13.623
C -0.222 -1.435 -1.940 -0.40
C -0.698 -2.101 -0.782 0.61
C 0.314 -0.165 -1.904 0.60
C -0.273 -0.304 0.207 0.81
C -1.322 -4.374 0.104 -0.26
C 1.632 1.577 -2.668 -0.27
C 0.385 3.348 2.961 -0.34
N -0.798 -1.399 0.448 -0.49
N 0.225 0.410 -0.650 -0.54
N -0.605 1.048 1.884 -0.39
N -1.276 2.078 1.823 0.25
O -0.816 -3.403 -0.810 -0.45
O 0.982 0.361 -2.904 -0.42
O -0.928 3.230 2.375 -0.27
H 0.034 -2.061 -2.816 0.28
H -2.461 -4.365 0.149 0.22
H -0.998 -4.105 1.167 0.21
H -0.907 -5.316 -0.257 0.23
H 0.920 2.461 -2.708 0.21
H 2.184 1.590 -3.615 0.23
H 2.241 1.560 -1.811 0.20
H 0.330 4.428 3.264 0.25
H 1.149 3.012 2.244 0.19
H 0.624 2.799 3.893 0.21
H 0.284 1.124 2.348 0.34


Entry 3:
25
Properties=species:S:1:pos:R:3:nbo_charge:R:1 method="wB97M-V/def2-TZVPD" largest_force_ev_per_a=3.4 orbital_gap_ev=8.74 de_lowest_kcal_mol=62.7 homo_ev=-9.984
C 3.565 -1.154 0.064 0.76
C -1.721 -0.439 -0.450 -0.42
C -1.587 0.462 0.777 -0.42
C -0.271 -0.603 -0.935 -0.23
C -0.283 -0.050 1.378 -0.22
C 1.516 0.756 -0.018 0.33
C 3.036 0.002 -0.769 -0.41
N 1.375 1.753 -1.023 -0.17
N 2.122 1.431 1.071 -0.16
N 1.885 2.797 -0.583 -0.04
N 2.335 2.601 0.715 -0.03
N 0.597 -0.280 0.217 -0.50
O 2.690 -1.873 0.740 -0.68
O 4.736 -1.403 0.011 -0.55
H -2.133 -1.403 -0.154 0.21
H -2.355 -0.009 -1.221 0.23
H -1.477 1.505 0.475 0.21
H -2.426 0.379 1.463 0.23
H -0.065 -1.626 -1.262 0.21
H -0.057 0.084 -1.758 0.23
H 0.187 0.633 2.084 0.23
H -0.444 -1.015 1.868 0.20
H 3.779 0.784 -0.895 0.25
H 2.658 -0.346 -1.729 0.24
H 1.780 -1.482 0.691 0.51


Entry 4:
24
Properties=species:S:1:pos:R:3:nbo_charge:R:1 method="wB97M-V/def2-TZVPD" total_charge=+1 largest_force_ev_per_a=4.0 orbital_gap_ev=7.71 de_lowest_kcal_mol=113.1 homo_ev=-11.127
C 2.318 1.827 1.455 -0.32
C 0.972 1.924 0.913 0.15
C 2.657 0.626 1.930 0.08
C 0.428 -0.172 1.545 0.11
C -0.685 -0.566 -2.028 0.42
C -0.295 -0.005 -3.315 -0.68
C -2.266 -1.147 1.053 -0.45
N 0.095 0.959 0.954 -0.58
N 1.681 -0.294 2.033 -0.54
N 0.140 -1.478 -1.421 -0.27
N -1.734 -0.406 -1.333 -0.30
N -0.441 -1.851 -0.296 0.12
N -1.540 -1.222 -0.190 0.05
H 3.026 2.670 1.451 0.25
H 0.710 2.968 0.506 0.21
H 3.635 0.411 2.428 0.24
H 0.213 -0.907 -3.838 0.29
H 0.502 0.699 -3.145 0.27
H -1.127 0.565 -3.796 0.25
H -1.894 -0.377 1.686 0.27
H -3.330 -0.955 0.834 0.23
H -2.412 -2.148 1.674 0.28
H -2.486 0.199 -1.452 0.45
H 1.831 -1.319 2.351 0.45


Entry 5:
20
Properties=species:S:1:pos:R:3:nbo_charge:R:1 method="wB97M-V/def2-TZVPD" largest_force_ev_per_a=5.2 orbital_gap_ev="7.12 / 7.30" de_lowest_kcal_mol=155.0 homo_ev="-6.556 / -6.610"
C -2.888 -0.077 0.137 -0.75
C 1.080 -1.846 0.672 -0.70
C -0.243 1.875 -0.464 -0.69
C -1.695 -0.999 -0.059 0.53
C 0.471 -0.586 0.261 0.07
C 0.364 0.605 -0.067 0.03
C 2.522 0.859 0.022 0.07
N 3.388 0.411 -0.765 -0.65
O -1.838 -2.177 -0.251 -0.57
H 3.017 -0.218 -1.484 0.34
H 2.810 1.550 0.831 0.15
H -2.706 0.579 0.994 0.23
H -3.000 0.550 -0.752 0.23
H -3.809 -0.648 0.303 0.23
H 1.638 -1.736 1.604 0.24
H 0.293 -2.593 0.816 0.27
H 1.755 -2.223 -0.101 0.24
H 0.521 2.655 -0.531 0.25
H -0.966 2.217 0.281 0.23
H -0.715 1.802 -1.446 0.24


Entry 6:
20
Properties=species:S:1:pos:R:3:nbo_charge:R:1 method="wB97M-V/def2-TZVPD" largest_force_ev_per_a=4.4 orbital_gap_ev=8.78 de_lowest_kcal_mol=94.2 homo_ev=-8.860
C -0.383 -1.255 0.822 -0.80
C -2.780 -0.300 0.644 -0.78
C -1.592 -0.196 1.431 0.61
O -1.206 0.646 2.192 -0.58
H -3.042 -1.298 0.321 0.22
H -0.844 -2.062 1.407 0.23
H 0.594 -1.046 1.245 0.23
H -0.429 -1.703 -0.170 0.22
H -2.194 0.316 -0.524 0.34
H -3.609 0.285 1.024 0.23
C 2.202 -0.127 -1.574 -0.62
C 1.354 0.773 -0.719 -0.15
C 1.826 1.621 0.195 -0.28
C -0.063 0.607 -0.848 0.40
N -1.136 0.884 -1.255 -0.39
H 1.907 -0.049 -2.621 0.23
H 2.089 -1.168 -1.267 0.23
H 3.252 0.142 -1.480 0.23
H 1.166 2.211 0.814 0.23
H 2.888 1.718 0.363 0.21


no.,DFT total energy (Ha)
1,-567.073527
2,-717.623638
3,-697.498339
4,-601.463567
5,-403.086883
6,-403.183843